Entry 1:
A structure of composition C39H39Cl2N4O4P2STi at a distorted geometry. Source: OMol25; level of theory: wB97M-V/def2-TZVPD.

```
92
Properties=species:S:1:pos:R:3:mulliken_charge:R:1
Ti 0.111 0.058 -0.481 -0.129
O -0.162 -1.178 3.945 -0.564
C -0.102 -1.490 2.621 0.252
O -0.997 -2.127 2.099 -0.619
C 1.137 -1.049 1.994 -0.453
C 2.250 -0.534 2.834 -0.226
C 4.061 -0.463 1.659 -0.099
C 3.709 -0.984 0.312 -2.169
C 2.454 -1.254 -0.072 1.480
N 1.245 -1.205 0.651 0.031
C 2.197 -1.373 -1.549 -0.140
O 2.827 -1.995 -2.345 -0.621
O 1.119 -0.581 -1.905 -0.471
H -0.973 -1.599 4.260 0.389
H 1.901 -0.323 3.839 0.901
H 5.109 -0.180 1.729 0.791
H 4.486 -1.100 -0.433 0.334
C 1.389 4.226 0.280 -0.889
C -0.115 4.125 0.049 -1.633
P -0.800 2.651 -0.857 1.989
C -2.489 2.612 -0.136 0.339
C -3.634 2.550 -0.922 -0.522
C -4.892 2.504 -0.335 -0.836
C -5.021 2.515 1.046 -0.408
C -3.880 2.531 1.841 -1.409
C -2.625 2.567 1.252 -0.142
C -0.970 3.327 -2.531 0.316
C -1.892 4.326 -2.841 -0.589
C -1.917 4.878 -4.111 -0.914
C -1.006 4.457 -5.073 -0.716
C -0.069 3.485 -4.763 -0.875
C -0.056 2.919 -3.497 -0.189
C 1.933 3.322 1.392 -0.728
P 2.191 1.603 0.806 0.921
C 3.557 1.939 -0.370 0.709
C 3.362 1.843 -1.743 0.392
C 4.393 2.121 -2.629 -0.924
C 5.637 2.500 -2.147 -0.779
C 5.842 2.609 -0.777 -0.770
C 4.808 2.336 0.105 -0.778
C 3.058 0.649 2.165 1.876
C 3.541 -1.408 2.778 0.202
C 4.361 -1.370 4.029 -1.112
C 4.735 -0.262 4.667 -0.794
C 4.379 1.109 4.288 -0.624
C 3.664 1.520 3.236 -1.249
H 1.601 5.259 0.559 0.544
H 1.936 4.054 -0.652 0.255
H -0.441 4.969 -0.560 0.678
H -0.642 4.200 1.000 0.805
H -3.554 2.543 -2.003 0.514
H -5.772 2.473 -0.963 0.463
H -6.002 2.509 1.501 0.403
H -3.966 2.529 2.921 0.408
H -1.752 2.556 1.894 0.201
H -2.596 4.677 -2.095 0.583
H -2.644 5.643 -4.349 0.469
H -1.029 4.891 -6.064 0.424
H 0.648 3.159 -5.505 0.490
H 0.664 2.140 -3.272 0.343
H 1.256 3.332 2.253 0.641
H 2.894 3.716 1.722 0.726
H 2.405 1.523 -2.135 -0.052
H 4.225 2.031 -3.694 0.494
H 6.447 2.705 -2.834 0.406
H 6.809 2.909 -0.395 0.468
H 4.990 2.424 1.170 0.439
H 3.377 -2.433 2.453 0.716
H 4.690 -2.324 4.424 0.427
H 5.343 -0.364 5.557 0.425
H 4.728 1.882 4.963 0.461
H 3.484 2.584 3.185 0.202
Cl -4.092 1.324 -4.580 -0.147
C -3.295 -0.181 -4.119 -0.527
Cl -1.649 0.096 -3.525 0.141
H -3.221 -0.818 -4.992 0.463
H -3.867 -0.647 -3.325 0.189
C -1.823 -4.163 -2.762 -1.342
C -0.986 -3.419 -1.725 -0.141
C -1.788 -2.476 -0.897 0.381
N -1.455 -1.257 -0.649 0.523
N -2.290 -0.540 0.159 -0.529
C -3.296 -1.273 0.541 0.310
N -4.299 -0.813 1.317 -0.362
S -3.284 -2.868 -0.134 -0.270
H -1.181 -4.792 -3.376 0.432
H -2.343 -3.466 -3.420 0.263
H -2.569 -4.810 -2.297 0.389
H -0.202 -2.835 -2.209 0.034
H -0.496 -4.125 -1.050 0.375
H -4.160 0.092 1.741 0.095
H -4.884 -1.465 1.808 0.239
```

Properties
LUMO (spin up / spin down) ... -3.359 / -3.159 eV
Highest occupied orbital energy (spin up / spin down) ... -9.1 / -9.1 eV
Max |F| ... 1.72 eV/A
HOMO-LUMO gap (spin up / spin down) ... 5.72 / 5.95 eV
Total charge ... +1

---

Entry 2:
A structure of composition C3F3O3 at a distorted geometry. Source: OMol25; level of theory: wB97M-V/def2-TZVPD.

```
9
Properties=species:S:1:pos:R:3:mulliken_charge:R:1
C 0.160 -0.960 -1.522 0.622
C -0.169 -0.271 0.203 0.137
C -0.001 1.024 0.802 0.794
O 1.372 -1.001 -1.538 -0.574
O -0.868 -1.128 -2.142 -0.589
O -1.249 0.495 0.609 -0.412
F 0.068 -1.480 1.360 -0.471
F 0.283 2.076 0.120 -0.241
F 0.404 1.244 2.107 -0.266
```

Properties
LUMO ... 4.003 eV
Energy above the lowest of the compared OMol25 structures with the same formula, charge and spin ... 50.4 kJ/mol
Highest occupied orbital energy ... -5.0 eV
Max |F| ... 3.51 eV/A
HOMO-LUMO gap ... 9.02 eV
Total charge ... -1

---

Entry 3:
A cluster of 6 separate species, CH16NO5 in total at a distorted geometry. Source: OMol25; level of theory: wB97M-V/def2-TZVPD.

```
23
Properties=species:S:1:pos:R:3:mulliken_charge:R:1
C -0.482 2.143 1.242 -0.879
N -0.389 0.687 1.211 -0.229
H 0.296 2.681 1.714 0.370
H -0.526 2.680 0.274 0.247
H -1.307 2.367 1.820 0.441
H 0.552 0.354 0.587 0.379
H -1.108 0.230 0.487 0.323
H -0.515 0.146 2.066 0.376
H -1.295 -0.831 -1.222 0.412
H -2.853 -0.552 -1.117 0.313
O -2.063 -0.434 -0.573 -0.714
H 3.031 -0.185 -0.053 0.302
H 2.931 -0.401 1.473 0.291
O 2.404 -0.073 0.697 -0.685
H 1.690 1.965 -1.358 0.284
H 1.910 0.793 -0.488 0.368
O 1.215 1.282 -0.907 -0.611
H 0.311 -0.096 -2.620 0.303
H -0.695 -0.864 -3.286 0.341
O -0.125 -0.876 -2.499 -0.645
H -0.664 -2.864 0.430 0.300
H -1.618 -2.218 1.041 0.333
O -0.747 -2.508 1.323 -0.619
```

Properties
LUMO ... -3.076 eV
Energy above the lowest of the compared OMol25 structures with the same formula, charge and spin ... 262.9 kJ/mol
Highest occupied orbital energy ... -14.8 eV
Max |F| ... 5.83 eV/A
HOMO-LUMO gap ... 11.73 eV
Total charge ... +1

---

Entry 4:
An isolated molecule of C5H8N2O at a distorted geometry. Source: OMol25; level of theory: wB97M-V/def2-TZVPD.

```
16
Properties=species:S:1:pos:R:3:mulliken_charge:R:1
C -1.569 1.869 0.337 -1.182
C 1.427 -1.646 0.076 -0.966
C -1.102 -0.430 -0.507 0.259
C -0.713 0.643 0.198 0.636
C 1.546 -0.177 -0.119 0.548
N -1.897 -1.228 -1.017 -0.611
N 2.639 0.359 -0.375 -0.579
O 0.538 0.750 0.657 -0.462
H -2.463 -1.795 -0.383 0.249
H 2.705 1.368 -0.309 0.294
H -1.142 2.692 -0.238 0.279
H -2.576 1.676 -0.026 0.323
H -1.610 2.157 1.389 0.303
H 2.146 -2.163 -0.556 0.337
H 1.548 -1.926 1.123 0.256
H 0.521 -2.149 -0.248 0.314
```

Properties
LUMO ... 0.529 eV
Energy above the lowest of the compared OMol25 structures with the same formula, charge and spin ... 333.8 kJ/mol
Highest occupied orbital energy ... -7.8 eV
Max |F| ... 3.96 eV/A
HOMO-LUMO gap ... 8.31 eV

---

Entry 5:
A structure of composition C41H40N2O5W. Source: OMol25; level of theory: wB97M-V/def2-TZVPD.

```
89
Properties=species:S:1:pos:R:3:mulliken_charge:R:1
W -1.323 -0.325 0.323 -0.614
O -6.801 2.405 1.342 -0.400
C -5.760 1.881 1.146 0.366
C -4.524 2.520 0.426 -0.224
O -4.428 3.617 -0.023 -0.463
C -3.533 1.417 0.459 0.279
C -3.978 0.301 1.056 1.241
O -3.073 -0.683 1.087 -0.757
C -5.373 0.422 1.556 -0.076
O -6.040 -0.383 2.125 -0.468
O -2.259 1.299 0.021 -0.627
C -2.193 -1.127 3.894 -1.820
C -0.809 -1.144 3.261 1.973
C -0.003 -2.373 3.676 -1.593
C -0.057 0.156 3.482 0.614
C 0.181 0.584 4.781 -0.306
C 0.873 1.763 5.015 -1.619
C 1.350 2.529 3.961 -0.593
C 1.155 2.134 2.643 -0.027
C 1.632 2.972 1.473 1.512
C 0.611 4.078 1.178 -1.437
C 3.029 3.547 1.697 -1.620
C 0.448 0.949 2.447 0.620
N 0.235 0.477 1.111 1.852
C 1.114 -0.331 0.474 -0.014
C 0.784 -0.720 -0.870 -0.116
N -0.396 -0.284 -1.378 1.348
C -0.693 -0.415 -2.769 0.025
C -1.618 -1.384 -3.169 1.155
C -1.827 -1.537 -4.532 -1.009
C -1.153 -0.743 -5.449 -1.563
C -0.260 0.223 -5.016 -0.484
C -0.002 0.410 -3.664 -0.018
C 0.944 1.506 -3.208 2.044
C 0.377 2.881 -3.580 -1.593
C 2.349 1.311 -3.783 -1.544
C -2.447 -2.238 -2.224 0.164
C -1.742 -2.837 -1.005 -1.579
C -3.765 -1.530 -1.889 -1.466
C 1.775 -1.684 -1.329 -0.278
C 2.010 -2.371 -2.498 0.741
C 3.151 -3.201 -2.559 -1.189
C 4.028 -3.324 -1.505 -0.801
C 3.813 -2.613 -0.297 0.660
C 4.625 -2.615 0.865 -0.780
C 4.289 -1.849 1.960 -1.199
C 3.135 -1.037 1.985 0.404
C 2.321 -1.039 0.876 0.633
C 2.675 -1.815 -0.249 -1.343
H -2.785 -1.986 3.582 0.366
H -2.739 -0.212 3.666 0.282
H -2.080 -1.179 4.978 0.593
H -0.963 -1.319 2.131 -1.241
H 0.203 -2.314 4.746 0.405
H 0.950 -2.432 3.151 0.291
H -0.570 -3.287 3.496 0.438
H -0.180 0.001 5.619 0.495
H 1.037 2.091 6.033 0.437
H 1.880 3.448 4.170 0.427
H 1.681 2.326 0.590 -0.516
H 0.520 4.752 2.031 0.351
H -0.378 3.665 0.966 0.279
H 0.927 4.666 0.316 0.444
H 3.038 4.275 2.508 0.371
H 3.364 4.065 0.798 0.454
H 3.754 2.766 1.931 0.359
H -2.527 -2.287 -4.882 0.553
H -1.333 -0.875 -6.507 0.431
H 0.244 0.847 -5.743 0.486
H 1.023 1.478 -2.118 -1.039
H 0.301 2.992 -4.663 0.370
H 1.035 3.669 -3.213 0.434
H -0.615 3.033 -3.153 0.376
H 2.343 1.383 -4.872 0.399
H 2.767 0.340 -3.511 0.290
H 3.018 2.087 -3.408 0.437
H -2.705 -3.133 -2.797 0.895
H -1.653 -2.255 -0.027 0.785
H -0.733 -3.190 -1.214 0.323
H -2.336 -3.660 -0.603 0.532
H -3.589 -0.523 -1.501 0.247
H -4.359 -2.095 -1.169 0.424
H -4.355 -1.405 -2.796 0.583
H 1.361 -2.277 -3.360 0.592
H 3.343 -3.748 -3.473 0.490
H 4.894 -3.967 -1.601 0.495
H 5.523 -3.221 0.890 0.480
H 4.933 -1.859 2.829 0.476
H 2.915 -0.434 2.858 0.694
```

Properties
LUMO ... -8.068 eV
Energy above the lowest of the compared OMol25 structures with the same formula, charge and spin ... 10.0 kJ/mol
Highest occupied orbital energy ... -14.3 eV
Max |F| ... 0.22 eV/A
HOMO-LUMO gap ... 6.24 eV
Total charge ... +2

---

Entry 6:
A cluster of 2 separate species, C3H4F2N3O2 in total at a distorted geometry. Source: OMol25; level of theory: wB97M-V/def2-TZVPD.

```
14
Properties=species:S:1:pos:R:3:mulliken_charge:R:1
C -0.875 2.290 0.957 0.280
H -0.392 0.815 2.488 0.309
C 0.124 1.281 1.559 0.058
H -1.125 3.025 1.737 0.234
N -0.491 2.830 -0.249 -0.504
H 0.551 2.605 -0.474 0.266
H -0.730 3.808 -0.341 0.244
N 1.343 1.944 2.144 1.005
O 2.343 1.276 2.247 -0.554
O 1.197 3.059 2.596 -0.613
C 0.464 0.131 0.710 -0.089
N 0.451 -0.977 0.380 -0.391
F -2.091 1.511 0.853 -0.286
F -1.513 -1.842 2.930 -0.960
```

Properties
LUMO ... 2.475 eV
Energy above the lowest of the compared OMol25 structures with the same formula, charge and spin ... 170.8 kJ/mol
Highest occupied orbital energy ... -3.4 eV
Max |F| ... 3.15 eV/A
HOMO-LUMO gap ... 5.86 eV
Total charge ... -1

---

Entry 7:
The ion C4H10NS with charge -1 at a distorted geometry. Source: OMol25; level of theory: wB97M-V/def2-TZVPD.

```
16
Properties=species:S:1:pos:R:3:mulliken_charge:R:1
C -1.486 1.165 0.363 -0.771
N -0.215 0.797 0.965 -0.337
C 0.569 -0.242 0.262 0.063
C -0.047 -1.619 0.227 -0.855
S 1.188 -2.983 -0.022 -0.641
C 1.104 0.271 -1.098 -1.337
H -2.022 0.220 0.338 0.274
H -1.441 1.652 -0.627 0.248
H -2.086 1.867 1.005 0.307
H 0.448 1.477 1.302 0.247
H 1.459 -0.328 0.874 0.316
H -0.806 -1.626 -0.579 0.239
H -0.400 -1.701 1.265 0.237
H 1.451 1.300 -0.984 0.357
H 1.941 -0.389 -1.410 0.366
H 0.344 0.141 -1.882 0.289
```

Properties
LUMO ... 3.795 eV
Energy above the lowest of the compared OMol25 structures with the same formula, charge and spin ... 42.5 kJ/mol
Highest occupied orbital energy ... -2.3 eV
Max |F| ... 1.70 eV/A
HOMO-LUMO gap ... 6.07 eV
Total charge ... -1

---

Entry 8:
An isolated molecule of C3H9N at a distorted geometry. Source: OMol25; level of theory: wB97M-V/def2-TZVPD.

```
13
Properties=species:S:1:pos:R:3:mulliken_charge:R:1
C 0.610 -0.483 -1.131 -1.259
C 0.374 0.084 0.209 0.418
C -0.757 1.211 0.102 -1.529
N -0.198 -1.059 1.199 -0.515
H 0.316 -1.540 -1.218 0.328
H 0.127 0.056 -1.884 0.365
H 1.708 -0.621 -1.354 0.251
H 1.199 0.535 0.764 0.384
H -0.419 2.139 -0.264 0.440
H -1.683 0.792 -0.227 0.334
H -0.886 1.663 0.993 0.472
H 0.357 -1.050 1.967 0.158
H -0.748 -1.726 0.845 0.153
```

Properties
LUMO ... 1.234 eV
Energy above the lowest of the compared OMol25 structures with the same formula, charge and spin ... 176.0 kJ/mol
Highest occupied orbital energy ... -8.7 eV
Max |F| ... 7.43 eV/A
HOMO-LUMO gap ... 9.89 eV

---

- Look up the max |F| of the fourth one.
  3.96 eV/A